Molecular formula: C81H171N9O9
Method: DFT, the ωB97M-V functional and the def2-TZVPD basis

Calculated values
Total charge: 0
Energy (eV): -118587.475
Orbital gap (eV): 8.252
SMILES string: CC1(C)CCCC(C)(C)N1O.CC1(C)CCCC(C)(C)N1O.CC1(C)CCCC(C)(C)N1O.CC1(C)CCCC(C)(C)N1O.CC1(C)CCCC(C)(C)N1O.CC1(C)CCCC(C)(C)N1O.CC1(C)CCCC(C)(C)N1O.CC1(C)CCCC(C)(C)N1O.CC1(C)CCCC(C)(C)N1O
HOMO energy (eV): -7.848

Each line ends with the Mulliken charge.
CARTESIAN COORDINATES (ANGSTROEM)
C  1.623978  -1.065912  6.335139  -2.192
C  1.501328  -0.738092  7.873079  1.980
C  1.943268  -2.023662  8.614289  -1.156
C  2.119558  -1.915082  10.137039  -0.764
C  3.100038  -0.855042  10.552609  -1.310
C  2.892578  0.521038  9.799509  1.334
N  2.581938  0.244838  8.313049  0.260
O  2.678138  1.450498  7.636229  -0.432
C  1.795738  1.273958  10.567309  -1.565
C  4.384598  1.198778  9.934569  -1.729
C  0.072378  -0.161242  8.144789  -1.250
H  0.851828  -1.811792  6.146609  0.356
H  2.541688  -1.590982  6.070159  0.379
H  1.465198  -0.213732  5.674319  0.457
H  1.110078  -2.720312  8.521689  0.337
H  2.846458  -2.226492  8.038789  0.469
H  2.432318  -2.926582  10.396189  0.425
H  1.212918  -1.842732  10.737769  0.327
H  4.100998  -1.244182  10.366189  0.483
H  3.143748  -0.710392  11.632079  0.409
H  1.065378  0.573528  10.972369  0.286
H  2.103128  2.138378  11.155849  0.390
H  1.207198  1.856798  9.858779  0.384
H  4.095838  2.249488  9.907399  0.440
H  4.994198  0.989388  10.813569  0.371
H  5.083668  0.993538  9.123839  0.322
H  -0.611712  -0.428632  7.339419  0.033
H  0.077798  0.918668  8.292699  0.254
H  -0.390552  -0.640722  9.007279  0.350
H  3.564938  1.337238  7.286439  0.344
C  -4.452972  8.676788  2.155289  -1.757
C  -3.803382  7.395878  1.452549  1.599
C  -4.779342  6.152238  1.543279  -1.636
C  -4.228602  4.951858  0.702419  0.874
C  -4.070552  5.445248  -0.727271  -1.504
C  -3.286862  6.770948  -0.890101  2.037
N  -3.657122  7.810088  0.037949  0.283
O  -2.955732  8.980668  -0.130821  -0.478
C  -1.810102  6.281998  -0.889781  -1.918
C  -3.408392  7.345858  -2.399881  -2.072
C  -2.501972  7.045768  2.153199  -1.839
H  -5.063192  8.465188  3.033329  0.379
H  -5.193962  9.048608  1.447629  0.441
H  -3.730362  9.475348  2.323369  0.341
H  -4.895852  5.989848  2.614799  0.579
H  -5.712052  6.485978  1.088559  0.362
H  -4.909962  4.102568  0.752989  -0.229
H  -3.381352  4.425508  1.142009  0.082
H  -5.062752  5.485838  -1.176711  0.315
H  -3.623202  4.611258  -1.268051  0.316
H  -1.696082  5.279548  -0.477221  0.302
H  -1.293982  6.067808  -1.825641  0.414
H  -1.146732  6.916508  -0.302051  0.386
H  -2.817582  8.208198  -2.708761  0.424
H  -3.282672  6.517228  -3.096771  0.396
H  -4.332882  7.923288  -2.401961  0.529
H  -2.702462  6.550988  3.103509  0.365
H  -1.895372  7.930418  2.346909  0.387
H  -1.795022  6.461958  1.563709  0.361
H  -3.435642  9.412858  -0.841121  0.366
C  -2.000962  1.467498  -7.663011  -1.617
C  -1.419132  0.944538  -6.300041  1.730
C  -1.901192  -0.533152  -5.890641  0.052
C  -1.177662  -1.727852  -6.432851  -1.109
C  0.321968  -1.673092  -6.104121  -1.089
C  1.032358  -0.292242  -6.556681  1.717
N  0.119408  0.853448  -6.156101  0.661
O  0.628348  2.019298  -6.557631  -0.609
C  2.440198  -0.110322  -5.788831  -1.877
C  1.241028  -0.223332  -8.079911  -1.984
C  -1.944932  1.921608  -5.166871  -1.535
H  -3.031652  1.148418  -7.817851  0.298
H  -1.310192  1.174448  -8.453611  0.343
H  -2.005562  2.557468  -7.669711  0.515
H  -1.722112  -0.638172  -4.820591  -0.247
H  -2.974292  -0.700412  -5.983361  0.201
H  -1.293042  -2.122342  -7.442391  0.380
H  -1.631402  -2.602092  -5.966031  0.217
H  0.817178  -2.517492  -6.583561  0.479
H  0.424678  -1.886612  -5.040181  0.156
H  3.192928  -0.886052  -5.929311  0.474
H  2.831148  0.871228  -6.056811  0.415
H  2.186228  0.042308  -4.739881  0.175
H  1.721808  -1.186972  -8.248241  0.523
H  0.317418  -0.099382  -8.645321  0.372
H  1.952278  0.541508  -8.391751  0.401
H  -2.984922  1.696898  -4.930151  -0.007
H  -1.967912  2.961908  -5.491431  0.550
H  -1.273252  2.101738  -4.327521  0.129
H  0.446188  1.879648  -7.489781  0.443
C  -4.774962  -5.241982  -3.967061  -1.596
C  -4.033692  -6.497892  -3.641991  2.270
C  -2.590812  -6.388642  -4.257061  -1.745
C  -1.622352  -5.560302  -3.491661  0.056
C  -1.468822  -6.056542  -2.052741  -1.217
C  -2.940162  -6.147702  -1.451031  1.974
N  -3.797542  -7.008072  -2.274051  0.138
O  -5.003022  -7.356292  -1.641971  -0.459
C  -2.876032  -6.905782  -0.161661  -2.264
C  -3.408042  -4.723932  -1.069191  -1.747
C  -4.648112  -7.751222  -4.347731  -2.006
H  -5.624522  -5.364132  -4.638941  0.422
H  -4.226502  -4.408102  -4.405171  0.016
H  -5.276512  -4.984702  -3.034131  0.382
H  -2.121922  -7.353002  -4.452641  0.441
H  -2.561982  -6.057072  -5.295011  0.479
H  -1.831382  -4.490792  -3.515481  -0.198
H  -0.744412  -5.571212  -4.137571  0.536
H  -0.780462  -5.383452  -1.541661  0.235
H  -0.848922  -6.931072  -2.250281  0.372
H  -2.181222  -6.514152  0.581279  0.435
H  -3.800122  -7.008832  0.407149  0.412
H  -2.564262  -7.932482  -0.353431  0.488
H  -2.965722  -4.443612  -0.113231  0.476
H  -3.159652  -3.983752  -1.829811  0.154
H  -4.490012  -4.622202  -0.984891  0.348
H  -4.573372  -7.858812  -5.429831  0.357
H  -5.682092  -7.674222  -4.011521  0.441
H  -4.109512  -8.565952  -3.863771  0.472
H  -4.939532  -8.303962  -1.502391  0.372
C  -3.651392  -0.386482  6.532139  -2.030
C  -3.663302  -0.368942  5.043639  1.840
C  -4.714952  -1.505312  4.607819  -1.254
C  -6.229752  -1.062482  4.594299  -0.998
C  -6.411082  0.170958  3.736849  -0.658
C  -5.498032  1.363318  4.135599  1.279
N  -4.068722  0.857318  4.309259  1.036
O  -3.140862  1.861108  4.368689  -0.646
C  -5.627822  2.477348  3.098579  -1.399
C  -5.916242  2.028428  5.526019  -1.673
C  -2.237692  -0.819832  4.590669  -2.224
H  -3.023342  0.459948  6.810019  0.401
H  -3.100902  -1.247672  6.910869  0.524
H  -4.618462  -0.400232  7.034809  0.338
H  -4.497032  -1.942552  3.633429  0.437
H  -4.763002  -2.238402  5.413029  0.442
H  -6.621592  -0.861552  5.591389  0.357
H  -6.912852  -1.839912  4.252139  0.486
H  -7.453162  0.316218  4.021569  0.396
H  -6.472602  -0.107212  2.684739  0.078
H  -5.109082  2.145908  2.199039  -0.334
H  -6.684392  2.630208  2.878629  0.505
H  -5.102412  3.356488  3.471599  0.432
H  -5.829442  1.312368  6.343219  0.323
H  -5.348192  2.917338  5.800359  0.327
H  -6.918962  2.383498  5.288169  0.449
H  -1.946152  -1.812522  4.933719  0.618
H  -1.404882  -0.179402  4.881149  0.334
H  -2.197442  -0.747542  3.503819  0.212
H  -2.646542  1.559408  3.603039  0.264
C  8.576598  -2.447902  -5.145961  -1.813
C  8.308898  -0.991292  -5.397411  1.111
C  6.838718  -0.835952  -4.755631  -1.370
C  6.943868  -0.653802  -3.106181  -0.744
C  7.782088  0.613278  -2.881241  -0.826
C  9.225118  0.386118  -3.359951  1.573
N  9.300408  -0.145222  -4.760751  0.706
O  10.504048  -0.293882  -5.413341  -0.506
C  10.013598  1.691668  -3.311331  -1.999
C  9.999468  -0.604162  -2.379931  -1.809
C  7.977428  -0.505082  -6.864561  -1.541
H  9.570338  -2.637522  -5.551711  0.449
H  8.046068  -3.281742  -5.605691  0.442
H  8.724918  -2.534342  -4.069561  0.343
H  6.250828  0.040438  -5.028431  0.437
H  6.461068  -1.850942  -4.879241  0.518
H  7.493338  -1.469472  -2.636211  0.206
H  5.879818  -0.736262  -2.884631  0.413
H  7.706958  0.841138  -1.817971  0.070
H  7.456988  1.493608  -3.435701  0.498
H  11.065708  1.583998  -3.575091  0.448
H  9.458488  2.292138  -4.032021  0.519
H  10.027578  2.218158  -2.357021  0.358
H  10.759278  -1.112132  -2.973871  0.339
H  10.399778  -0.150942  -1.473051  0.504
H  9.467498  -1.368522  -1.813491  0.267
H  7.006258  -0.852162  -7.217371  0.335
H  8.806798  -0.681882  -7.549391  0.300
H  7.836748  0.549398  -6.627111  0.442
H  10.619348  0.622538  -5.675031  0.362
C  -5.642562  2.648258  -2.486101  -1.323
C  -6.155982  1.243838  -2.079871  2.069
C  -7.670412  1.227128  -2.206201  -1.463
C  -8.196772  1.000438  -3.708021  -0.834
C  -7.702142  -0.301872  -4.318621  -1.167
C  -6.091002  -0.308282  -4.276791  1.843
N  -5.525362  0.151128  -2.909601  -0.359
O  -4.166452  -0.067072  -2.671341  1.024
C  -5.633392  -1.795932  -4.404071  -2.286
C  -5.710652  0.545758  -5.521211  -1.625
C  -5.903892  0.952148  -0.578011  -2.108
H  -6.093122  3.459598  -1.914411  0.467
H  -5.787202  2.876878  -3.541991  0.296
H  -4.564532  2.737498  -2.351951  -0.090
H  -8.194192  0.449078  -1.650881  0.412
H  -8.066792  2.160028  -1.805341  0.529
H  -7.887392  1.943948  -4.157671  0.364
H  -9.275332  0.863328  -3.785561  0.394
H  -7.974232  -0.353182  -5.372871  0.475
H  -8.114272  -1.083282  -3.680151  0.384
H  -6.186162  -2.178532  -5.262071  0.542
H  -4.581272  -1.937432  -4.651291  0.046
H  -5.859132  -2.392912  -3.520471  0.631
H  -6.180432  1.529218  -5.506601  0.423
H  -4.656522  0.746778  -5.712251  -0.191
H  -6.117712  0.125898  -6.441061  0.494
H  -4.846302  0.747038  -0.412081  -0.038
H  -6.410642  0.133158  -0.067561  0.535
H  -6.062782  1.835818  0.040029  0.353
H  -4.169362  -0.846142  -2.110411  0.115
C  8.581728  0.368988  3.922709  -1.693
C  7.284808  0.255648  2.890809  1.632
C  7.762978  0.167028  1.439849  -1.365
C  8.042888  -1.284132  1.032859  0.031
C  6.947838  -2.331402  1.420919  -0.853
C  6.771368  -2.299972  2.971579  1.696
N  6.281818  -0.848392  3.114569  0.749
O  5.842248  -0.637582  4.432289  -0.539
C  5.689668  -3.260982  3.262469  -1.891
C  8.026188  -2.708022  3.758359  -1.760
C  6.617718  1.640918  2.905349  -1.886
H  9.454198  -0.245852  3.701689  0.392
H  8.265518  0.220878  4.955259  0.377
H  9.045998  1.354978  3.942349  0.447
H  6.954878  0.590348  0.843299  0.330
H  8.651778  0.782158  1.299319  0.387
H  8.915178  -1.739892  1.501369  0.380
H  8.224438  -1.336922  -0.040611  -0.314
H  7.213828  -3.290502  0.976539  0.526
H  6.082518  -1.862792  0.952169  -0.041
H  5.415008  -3.147802  4.311209  0.387
H  4.819998  -2.958302  2.679249  0.265
H  5.842388  -4.331312  3.123969  0.394
H  8.939508  -2.125112  3.639309  0.197
H  7.783838  -2.510362  4.802529  0.378
H  8.289928  -3.765632  3.759359  0.423
H  7.303298  2.434408  2.607939  0.419
H  6.406708  1.858608  3.952339  0.428
H  5.807788  1.837568  2.202899  0.268
H  4.888158  -0.670512  4.533479  0.245
C  1.024898  -2.129822  0.060289  -1.964
C  1.254098  -0.583642  -0.026941  2.627
C  1.565668  -0.084442  -1.468541  -1.846
C  0.387058  0.404558  -2.257101  0.243
C  -0.602262  1.203008  -1.323631  -1.610
C  -0.995772  0.561718  0.028009  2.681
N  0.319458  0.284158  0.688719  0.197
O  0.126858  -0.091402  2.017649  -0.194
C  -1.834442  1.625098  0.796369  -0.979
C  -1.893972  -0.757832  -0.078651  -1.310
C  2.603408  -0.463442  0.687819  -3.085
H  0.485268  -2.592932  -0.765811  0.367
H  0.680568  -2.543882  1.007969  0.336
H  1.933218  -2.727502  -0.016071  0.431
H  2.264718  0.751798  -1.456721  0.448
H  2.053558  -0.845552  -2.077461  0.487
H  -0.276052  -0.388242  -2.603311  -0.479
H  0.755538  0.938288  -3.133141  0.657
H  -1.445552  1.370928  -1.993531  -0.039
H  -0.275232  2.225338  -1.133911  0.552
H  -2.210832  1.121428  1.686739  -0.751
H  -1.207762  2.405328  1.228339  0.772
H  -2.711322  1.936198  0.228569  -0.075
H  -2.975672  -0.646242  -0.003921  0.277
H  -1.835982  -1.284052  -1.031451  -0.073
H  -1.607972  -1.588692  0.566309  0.357
H  3.382818  -1.072662  0.230119  0.486
H  2.380158  -0.854602  1.680419  0.485
H  2.915908  0.571368  0.827799  0.589
H  0.261968  0.748768  2.462019  0.303

Atoms 1-6, force components in eV/Å:
C -0.211 0.010 1.027
C 0.757 1.813 0.000
C -1.782 1.438 0.265
C 0.169 -0.636 -0.169
C 0.611 0.062 -0.792
C 1.872 -2.079 0.534